DFT (the ωB97M-V functional and the def2-TZVPD basis) results for one molecule with the formula C4H9N3O at a distorted geometry.

Each line ends with the natural charge from an NBO analysis.
Element x y z (Å)
C 2.11 -0.47 -0.13  -0.4279
N 1.27 0.67 -0.43  -0.2714
N -0.08 0.18 -1.32  -0.3715
C 0.04 0.94 0.10  0.3586
N -0.35 2.20 0.47  -0.8021
C -0.89 -0.21 -0.19  0.3245
C -0.86 -1.55 0.53  -0.6492
O -2.24 0.18 -0.32  -0.7136
H 2.46 -0.40 0.91  0.2038
H 1.66 -1.45 -0.30  0.2005
H 2.98 -0.40 -0.78  0.2090
H -1.35 2.34 0.45  0.3967
H 0.19 2.94 0.04  0.3902
H -1.70 -1.57 1.23  0.2316
H 0.05 -1.70 1.10  0.2147
H -0.98 -2.35 -0.19  0.2213
H -2.31 0.64 -1.17  0.4848

Calculated values
**LUMO**: 0.94 eV
**HOMO**: -8.54 eV

=====

DFT (the ωB97M-V functional and the def2-TZVPD basis) results for C14H32NO2P2SiZn as an isolated structure at a distorted geometry.

Each line ends with the natural charge from an NBO analysis.
Element x y z (Å)
Zn -0.24 0.18 0.23  1.3119
P 1.96 -0.57 0.55  0.8393
C 2.18 -0.97 -1.16  -0.8788
C 1.08 -1.28 -1.98  0.2230
N -0.17 -0.89 -1.54  -0.7413
C -1.30 -1.20 -2.21  0.2515
C -1.27 -2.06 -3.31  -0.3285
C -0.03 -2.46 -3.80  -0.1291
C 1.13 -2.01 -3.20  -0.2797
C -2.61 -0.66 -1.64  -0.7485
P -2.31 0.84 -0.59  0.7706
H 2.12 -2.26 -3.61  0.2258
H -2.23 -2.42 -3.68  0.2274
H -0.01 -3.15 -4.65  0.2317
H -3.31 -0.39 -2.43  0.2495
H -3.15 -1.38 -1.01  0.2569
H 2.89 1.40 -1.99  0.5008
H 3.15 -0.93 -1.65  0.2371
H 1.03 2.95 -1.32  0.5542
O 2.66 2.31 -2.15  -0.9717
H 2.53 2.36 -3.12  0.4918
H 0.13 2.03 -0.17  0.0210
O 0.41 3.14 -0.58  -0.8876
H 0.91 3.63 0.12  0.5301
C -2.33 2.13 -1.88  -0.9539
H -3.27 2.04 -2.45  0.2438
H -2.29 3.14 -1.44  0.2541
H -1.51 2.00 -2.59  0.2505
C -3.90 1.10 0.29  -0.9443
H -3.77 1.85 1.09  0.2561
H -4.69 1.46 -0.39  0.2486
H -4.25 0.15 0.75  0.2551
C 2.31 -2.28 1.14  -0.9452
H 3.33 -2.51 0.82  0.2488
H 2.19 -2.46 2.21  0.2253
H 1.64 -2.96 0.60  0.2525
C 3.45 0.38 1.02  -0.9456
H 3.45 0.67 2.08  0.2505
H 4.35 -0.22 0.84  0.2513
H 3.53 1.29 0.41  0.2449
C 1.37 0.22 3.72  -1.1405
Si -0.11 -0.11 2.61  1.0588
C -0.76 -1.85 2.83  -1.1409
C -1.45 1.17 3.08  -1.1175
H 2.09 -0.61 3.72  0.2449
H 0.97 0.32 4.74  0.2582
H 1.88 1.15 3.44  0.2404
H -1.06 -1.94 3.88  0.2463
H -1.62 -2.02 2.17  0.2402
H 0.01 -2.60 2.60  0.2459
H -1.31 1.38 4.16  0.2442
H -1.33 2.11 2.51  0.2301
H -2.46 0.76 2.90  0.2401

Calculated values
**Total charge**: +1
**LUMO (alpha / beta)**: -3.78 / -3.64 eV
**HOMO (alpha / beta)**: -9.39 / -9.15 eV

=====

DFT (the ωB97M-V functional and the def2-TZVPD basis) results for C2H9AsF as an isolated structure at a distorted geometry.

Each line ends with the natural charge from an NBO analysis.
Element x y z (Å)
F 3.02 -0.15 -0.01  -0.4346
C 1.59 -0.54 0.01  0.0019
C 0.57 0.79 0.06  -0.7851
As -1.32 -0.01 -0.01  0.5946
H 1.25 -1.12 -0.97  0.1803
H 1.38 -1.18 0.97  0.1751
H 0.79 1.50 -0.87  0.1909
H 0.75 1.43 1.03  0.1869
H -1.89 1.27 -0.71  -0.2210
H -0.92 -0.57 -1.43  -0.2412
H -0.79 -1.31 0.70  -0.2374
H -1.71 0.63 1.36  -0.2183
H -2.72 -0.73 -0.13  -0.1921

Calculated values
**Total charge**: -1
**LUMO**: 4.47 eV
**HOMO**: -3.06 eV

=====

DFT (the ωB97M-V functional and the def2-TZVPD basis) results for a 2-piece molecular cluster, CH2BrF2NO2S overall at a distorted geometry.

Each line ends with the natural charge from an NBO analysis.
Element x y z (Å)
C -0.16 0.86 -0.98  0.2584
N -0.35 -0.77 1.37  -1.0788
O 1.27 -1.24 -0.63  -0.8864
O 1.65 0.72 0.86  -0.8868
F -0.66 1.99 -0.47  -0.2770
F -1.95 -0.12 -1.28  -0.5593
S 0.77 -0.17 0.23  2.2424
Br 0.49 1.08 -2.63  0.3104
H -0.12 -0.73 2.39  0.4321
H -0.94 -1.63 1.14  0.4450

Calculated values
**LUMO**: -1.67 eV
**HOMO**: -11.49 eV

=====

DFT (the ωB97M-V functional and the def2-TZVPD basis) results for one molecule with the formula C3H5N3O.

Each line ends with the natural charge from an NBO analysis.
Element x y z (Å)
O -0.28 -2.74 -0.30  -0.6931
C -0.21 -1.48 -0.84  0.0242
C -0.12 -0.34 -0.16  0.1880
N 0.02 -0.17 1.24  -0.4572
C 0.35 1.06 1.38  0.2499
N 0.49 1.80 0.21  -0.4562
N -0.10 0.95 -0.78  -0.4555
H -1.07 -2.81 0.23  0.4811
H -0.18 -1.46 -1.93  0.1627
H 0.57 1.54 2.33  0.1993
H 0.03 2.70 0.23  0.3820
H 0.49 0.96 -1.61  0.3748

Calculated values
**LUMO**: 0.94 eV
**HOMO**: -7.52 eV

=====

DFT (the ωB97M-V functional and the def2-TZVPD basis) results for one molecule with the formula C6H10O.

Each line ends with the natural charge from an NBO analysis.
Element x y z (Å)
O -3.32 1.31 -1.10  -0.5192
C -2.58 0.38 -0.90  0.4499
C -1.15 0.29 -1.35  -0.5091
C -0.27 0.41 -0.09  -0.3925
C 0.77 -0.68 0.10  -0.2297
C 2.24 -0.38 0.22  -0.4139
C 1.45 -0.78 1.43  -0.4190
H -2.91 -0.48 -0.26  0.0984
H -0.98 -0.68 -1.84  0.2195
H -0.96 1.08 -2.09  0.2288
H -0.94 0.38 0.79  0.2033
H 0.20 1.40 -0.06  0.2192
H 0.52 -1.62 -0.37  0.2090
H 2.95 -1.09 -0.18  0.2162
H 2.56 0.66 0.15  0.2119
H 1.61 -1.77 1.86  0.2164
H 1.22 0.00 2.16  0.2109

Calculated values
**LUMO**: 1.11 eV
**HOMO**: -9.79 eV